Entry 1:
Computed, not measured: the molecule C5H10O, with ωB97M-V with the def2-TZVPD basis set.

The geometry in XYZ format:
```
16
Properties=species:S:1:pos:R:3:forces:R:3:nbo_charge:R:1
C -0.366 -0.620 0.833 -0.02 0.04 0.19 0.1025
C -1.738 -0.475 0.196 -0.12 0.21 0.10 -0.6714
H 1.116 -1.230 -1.818 -0.03 0.13 0.03 0.2144
C 0.875 -0.148 0.048 0.20 -0.02 -0.05 -0.2527
H -2.026 0.411 0.765 -0.99 -0.07 -0.47 0.2484
C 0.608 1.189 0.736 0.35 0.23 -0.09 -0.0614
H 1.853 0.380 -1.783 -0.12 -0.12 0.00 0.2157
H 0.102 0.220 -1.956 0.11 -0.05 0.09 0.2050
C 0.982 -0.204 -1.461 -0.04 -0.01 -0.04 -0.6156
H -0.258 -1.550 1.404 0.02 0.22 -0.09 0.1850
H -2.436 -1.293 0.393 0.23 0.07 -0.03 0.2177
O -0.233 0.558 1.707 0.35 -0.38 0.22 -0.5420
H 1.452 1.700 1.204 -0.01 0.02 -0.07 0.1804
H -1.748 -0.237 -0.870 0.10 -0.13 0.12 0.2086
H 0.062 1.903 0.095 0.01 -0.15 0.19 0.1593
H 1.755 -0.606 0.507 -0.02 0.01 -0.09 0.2062
```
Positions in Å, forces in eV/Å.

Results
**Charge**: 0
**Relative energy (zero: lowest compared OMol25 entry of this formula, charge and spin)**: 143.2 kJ/mol
**SMILES**: C[C@@H]1OC[C@@H]1C

Entry 2:
Computed, not measured: a cluster of 2 separate species, C2H5N5O in total, with ωB97M-V with the def2-TZVPD basis set.

The geometry in XYZ format:
```
13
Properties=species:S:1:pos:R:3:forces:R:3:nbo_charge:R:1
N 0.791 0.576 0.977 1.11 0.90 1.27 -0.1024
N 1.926 0.255 -0.809 0.53 -1.14 -0.02 -0.2842
H -2.920 0.721 -0.797 0.81 -0.77 -0.39 0.1194
H 2.227 -1.891 -0.573 -1.15 1.93 0.80 0.2321
H 0.562 -1.297 1.554 0.38 -0.32 -0.19 0.4373
N -1.121 -0.378 -0.532 1.71 -3.58 -0.87 -0.8151
N 1.158 -0.712 0.988 -0.67 0.80 -1.09 -0.3531
O -1.670 1.607 0.296 4.13 2.61 2.37 -0.6635
C 1.755 -0.903 -0.205 1.78 -2.15 -0.75 0.1718
H -0.671 1.465 0.586 -2.35 0.86 0.09 0.4982
C -1.861 0.591 -0.428 -5.60 -0.13 -1.56 0.4527
N 1.344 1.151 -0.027 -0.78 0.10 0.33 -0.0555
H -1.519 -1.184 -1.030 0.10 0.90 0.01 0.3621
```
Positions in Å, forces in eV/Å.

Results
**Charge**: 0
**Relative energy (zero: lowest compared OMol25 entry of this formula, charge and spin)**: 194.0 kJ/mol
**SMILES**: c1nnn[nH]1.[H]/N=C/O

Entry 3:
Computed, not measured: a cluster of 3 separate species, C2H10N3S in total, with ωB97M-V with the def2-TZVPD basis set.

The geometry in XYZ format:
```
16
Properties=species:S:1:pos:R:3:forces:R:3:nbo_charge:R:1
C 2.427 -0.431 0.479 -2.20 0.53 0.66 0.0109
H -1.792 -0.734 0.375 1.68 -0.76 1.55 0.3823
H -3.260 0.102 -1.133 -1.22 -0.08 0.42 0.1291
H 2.434 -0.877 1.513 -0.45 0.93 -1.12 0.2293
H 0.449 0.989 -1.544 -1.92 -0.73 0.86 0.4253
N -0.317 0.482 -1.004 2.08 2.12 -2.43 -0.7781
H -1.261 0.786 -1.072 -0.80 0.45 -0.58 0.3913
H -5.169 -0.081 -0.329 -1.45 -0.59 -1.10 0.1706
H 2.180 -1.134 -0.315 1.13 0.21 -0.01 0.2380
H -0.679 -1.363 1.691 0.25 1.52 -2.48 0.4492
C 0.079 -0.163 0.020 2.95 -2.72 3.75 0.3491
H 3.180 1.472 0.940 -0.18 -0.93 -0.55 0.4278
N 2.937 0.786 0.208 1.36 -1.02 -0.49 -0.7628
H 3.555 0.768 -0.625 -0.82 0.65 0.68 0.4205
S -3.981 0.225 0.037 2.46 0.72 0.54 -0.2800
N -0.783 -0.826 0.760 -2.88 -0.31 0.29 -0.8026
```
Positions in Å, forces in eV/Å.

Results
**Charge**: +1
**Relative energy (zero: lowest compared OMol25 entry of this formula, charge and spin)**: 347.2 kJ/mol

Total energy list, top to bottom, in eV: -7393.281; -11650.534; -17532.818